# 1
ORCA calculation (ωB97M-V/def2-TZVPD) on 7 unconnected molecules or ions with the total composition C12H28F4N7O17PS.

## Properties
* LUMO energy: -0.04 eV
* orbital gap: 9.74 eV
* calculated total energy: -89114.6174 eV
* SMILES: N=P(O)(O)[C@@H]1C[C@H](C(F)(F)C(F)F)OS(=O)(=O)C1.C[N+](=O)[O-].C[N+](=O)[O-].C[N+](=O)[O-].C[N+](=O)[O-].C[N+](=O)[O-].C[N+](=O)[O-]
* E_HOMO: -9.78 eV
* net charge: 0

Each line ends with the Mulliken charge.
Atoms and positions in Å:
N 2.438 2.040 0.331  -0.754
P 1.825 1.487 1.634  0.955
O 2.874 0.940 2.712  -0.589
O 0.967 2.534 2.521  -0.518
C 0.723 0.069 1.284  0.058
C -0.763 0.333 1.604  -1.344
C -1.603 -0.735 0.907  -0.014
C -3.134 -0.500 0.909  0.855
F -3.509 -0.206 -0.355  -0.333
F -3.776 -1.626 1.259  -0.302
C -3.648 0.622 1.843  0.147
F -4.956 0.434 2.098  -0.291
F -3.501 1.813 1.220  -0.253
O -1.344 -2.006 1.544  -0.476
S 0.138 -2.573 1.353  1.137
O 0.395 -2.657 -0.062  -0.506
O 0.226 -3.715 2.204  -0.671
C 1.125 -1.242 1.996  -0.952
H 2.323 3.037 0.172  0.195
H 3.744 0.994 2.279  0.346
H 0.412 3.018 1.888  0.319
H 0.844 -0.093 0.208  0.539
H -1.094 1.343 1.346  0.549
H -0.897 0.201 2.689  0.334
H -1.312 -0.808 -0.150  0.495
H -3.116 0.646 2.799  0.303
H 2.160 -1.531 1.784  0.480
H 0.946 -1.195 3.075  0.357
C 4.582 4.715 -3.198  -0.677
N 4.275 4.302 -1.801  0.880
O 3.111 4.272 -1.458  -0.516
O 5.220 4.023 -1.098  -0.545
H 3.649 4.939 -3.700  0.205
H 5.224 5.589 -3.138  0.294
H 5.108 3.891 -3.668  0.301
C 2.443 -3.371 -2.488  -0.171
N 3.059 -2.212 -3.189  0.966
O 2.478 -1.742 -4.145  -0.550
O 4.115 -1.801 -2.748  -0.586
H 1.514 -3.628 -2.982  -0.014
H 3.157 -4.189 -2.535  0.305
H 2.276 -3.071 -1.461  0.092
C 1.921 2.885 5.531  -0.653
N 1.657 3.176 6.967  0.900
O 0.530 3.005 7.382  -0.534
O 2.596 3.566 7.628  -0.545
H 0.997 2.561 5.070  0.235
H 2.286 3.800 5.076  0.285
H 2.682 2.111 5.488  0.283
C -2.557 -4.501 -4.004  -0.711
N -1.115 -4.805 -3.800  0.923
O -0.299 -3.995 -4.196  -0.575
O -0.848 -5.848 -3.245  -0.520
H -2.635 -3.544 -4.506  0.308
H -2.973 -5.307 -4.602  0.285
H -3.022 -4.485 -3.023  0.255
C -5.476 -4.268 0.753  -0.662
N -5.813 -5.717 0.680  0.903
O -6.591 -6.162 1.496  -0.541
O -5.280 -6.354 -0.206  -0.541
H -6.025 -3.830 1.578  0.353
H -4.403 -4.191 0.901  0.221
H -5.758 -3.825 -0.197  0.268
C 0.248 4.655 -4.098  -0.784
N 0.200 4.844 -2.623  0.907
O 0.498 5.930 -2.178  -0.514
O -0.140 3.883 -1.963  -0.494
H 0.566 5.588 -4.549  0.306
H 0.949 3.848 -4.293  0.297
H -0.749 4.372 -4.421  0.294


# 2
ORCA calculation (ωB97M-V/def2-TZVPD) on 2 unconnected molecules or ions with the total composition C12H28INO6PSSi2.

## Properties
* LUMO energy: 1.75 eV
* relative energy (zero: lowest compared OMol25 entry of this formula, charge and spin): 0.0 kcal per mole
* orbital gap: 5.78 eV
* calculated total energy: -70658.2104 eV
* E_HOMO: -4.04 eV
* net charge: -1

Each line ends with the Mulliken charge.
Atoms and positions in Å:
C 5.927 0.007 1.583  -1.102
C 6.288 0.262 0.119  -0.492
C 5.209 0.945 -0.710  -0.309
O 4.464 -0.050 -1.402  -0.256
C 3.600 0.452 -2.395  -0.677
Si 1.741 0.303 -2.094  0.284
I 0.688 2.251 -3.130  -0.177
O 1.166 -1.012 -2.862  -0.261
Si 0.565 -2.460 -2.288  0.228
C 1.705 -3.171 -0.969  -0.292
N 0.993 -3.585 0.244  -0.643
C -1.209 -2.293 -1.715  -0.439
C -1.927 -1.035 -2.207  -0.319
O -2.989 -0.673 -1.325  -0.380
C -2.725 0.372 -0.470  0.430
O -2.381 1.444 -0.887  -0.565
C -2.943 0.038 0.979  0.074
C -4.195 0.737 1.552  -1.440
P 1.057 0.433 0.085  0.286
S 2.336 -0.118 1.463  -0.372
H 6.834 -0.094 2.183  0.373
H 5.356 -0.913 1.707  0.222
H 5.344 0.833 1.994  0.296
H 6.553 -0.671 -0.384  0.263
H 7.179 0.896 0.076  0.320
H 5.658 1.628 -1.443  0.363
H 4.531 1.515 -0.061  0.282
H 3.768 -0.116 -3.321  0.281
H 3.810 1.502 -2.637  0.452
H 0.586 -3.363 -3.461  -0.284
H 2.141 -4.066 -1.426  0.405
H 2.554 -2.495 -0.773  0.202
H 0.442 -2.831 0.636  0.171
H 1.648 -3.868 0.962  0.275
H -1.716 -3.176 -2.116  0.536
H -1.306 -2.371 -0.629  0.222
H -1.259 -0.181 -2.342  0.048
H -2.379 -1.220 -3.184  0.370
H -2.060 0.383 1.525  0.223
H -3.023 -1.041 1.109  0.320
H -4.558 0.193 2.422  0.399
H -3.956 1.744 1.890  0.286
H -5.011 0.804 0.836  0.367
H -0.180 -0.243 0.127  -0.171
H 0.655 1.775 0.172  0.173
C -7.063 3.873 3.171  -0.817
C -6.906 2.338 3.317  0.602
O -6.602 1.909 4.452  -0.730
O -7.093 1.681 2.265  -0.726
H -6.883 4.382 4.119  0.287
H -6.360 4.241 2.421  0.189
H -8.070 4.105 2.819  0.223


# 3
ORCA calculation (ωB97M-V/def2-TZVPD) on a molecular structure, C12H28INOSSiSn.

## Properties
* LUMO energy: -10.32 eV
* orbital gap: 3.49 eV
* calculated total energy: -49061.3830 eV
* E_HOMO: -13.81 eV
* net charge: +2

Each line ends with the Mulliken charge.
Atoms and positions in Å:
C 2.517 2.476 -1.011  -1.418
C 1.123 2.380 -0.467  -0.301
O 0.569 1.063 -0.641  -0.610
Si -0.328 0.493 0.599  -0.008
C 0.734 0.288 2.141  -0.838
C 2.207 -0.047 1.920  -0.403
C 2.533 -1.491 1.487  -0.567
C 3.356 -1.641 0.233  -0.937
N 2.591 -1.396 -0.979  -0.323
C -1.714 1.764 0.947  -0.648
S -2.282 2.816 -0.432  -0.054
C -2.967 1.731 -1.671  -0.133
C -1.913 1.273 -2.698  -0.933
C -0.994 -1.283 0.183  -0.664
C -2.440 -1.596 0.632  -0.596
C -2.724 -3.145 0.270  -1.194
I -2.635 -1.486 2.772  0.363
H 2.671 3.507 -1.288  0.466
H 3.278 2.239 -0.289  0.306
H 2.623 1.904 -1.913  0.261
H 0.512 3.063 -1.036  0.447
H 1.083 2.729 0.557  0.260
H 0.290 -0.405 2.839  0.452
H 0.683 1.258 2.622  0.460
H 2.679 0.076 2.880  0.606
H 2.690 0.652 1.259  -0.110
H 3.138 -1.926 2.264  0.359
H 1.661 -2.133 1.399  0.275
H 3.716 -2.665 0.222  0.402
H 4.226 -1.008 0.262  0.430
H 3.185 -1.272 -1.781  0.230
H 1.920 -2.128 -1.139  0.129
H -1.287 2.470 1.640  0.473
H -2.574 1.350 1.454  0.533
H -3.710 2.281 -2.217  0.428
H -3.515 0.897 -1.182  -0.107
H -1.244 2.095 -2.876  0.322
H -1.303 0.432 -2.331  0.173
H -2.377 0.962 -3.628  0.425
H -0.402 -1.987 0.743  0.217
H -0.861 -1.565 -0.875  0.835
H -3.168 -0.859 0.166  0.533
H -2.165 -3.389 -0.645  0.545
H -2.283 -3.774 1.020  0.477
H -3.770 -3.394 0.088  0.478
Sn -3.329 -1.605 -1.498  0.958


# 4
ORCA calculation (ωB97M-V/def2-TZVPD) on a molecular structure, C12H28KO6.

## Properties
* LUMO energy: -2.49 eV
* relative energy (zero: lowest compared OMol25 entry of this formula, charge and spin): 0.0 kcal per mole
* orbital gap: 9.86 eV
* calculated total energy: -41501.4760 eV
* E_HOMO: -12.36 eV
* net charge: +1

Each line ends with the Mulliken charge.
Atoms and positions in Å:
K 7.049 20.522 16.736  0.939
C 9.066 18.685 19.918  -0.945
O 8.218 19.709 19.401  -0.236
C 6.969 19.743 20.063  -0.457
C 6.508 21.173 20.214  -0.595
O 6.282 21.758 18.954  -0.203
C 5.987 23.151 19.000  -0.557
C 7.145 24.027 19.366  -0.667
O 7.203 24.136 20.783  -0.339
C 8.234 24.969 21.227  -0.763
H 8.507 17.831 20.300  0.423
H 9.680 19.079 20.736  0.300
H 9.752 18.379 19.130  0.255
H 7.076 19.383 21.089  0.538
H 6.207 19.173 19.514  0.172
H 7.295 21.690 20.771  0.344
H 5.601 21.200 20.830  0.329
H 5.175 23.353 19.706  0.341
H 5.618 23.419 18.007  0.365
H 6.990 25.037 18.961  0.549
H 8.102 23.671 18.962  0.296
H 8.043 25.234 22.265  0.255
H 8.310 25.904 20.650  0.314
H 9.227 24.500 21.151  0.307
C 7.289 16.953 17.199  -0.779
O 6.421 17.893 16.596  -0.155
C 5.052 17.514 16.566  -0.721
C 4.293 18.514 15.748  -0.399
O 4.386 19.757 16.419  -0.172
C 3.775 20.870 15.830  -0.496
C 4.175 21.214 14.400  -0.695
O 5.572 21.049 14.246  -0.132
C 5.968 21.208 12.898  -0.856
H 8.277 17.109 16.777  0.247
H 6.957 15.931 16.997  0.337
H 7.283 17.075 18.287  0.232
H 4.631 17.489 17.581  0.347
H 4.954 16.512 16.137  0.459
H 3.251 18.181 15.677  0.350
H 4.735 18.596 14.750  0.241
H 4.116 21.719 16.435  0.052
H 2.683 20.817 15.882  0.389
H 3.831 22.221 14.156  0.478
H 3.691 20.490 13.724  0.413
H 5.530 22.100 12.445  0.328
H 5.616 20.362 12.286  0.315
H 7.053 21.204 12.860  0.253


# 5
ORCA calculation (ωB97M-V/def2-TZVPD) on 2 unconnected molecules or ions with the total composition C12H28N3O.

## Properties
* LUMO energy: -2.53 eV
* relative energy (zero: lowest compared OMol25 entry of this formula, charge and spin): 0.0 kcal per mole
* orbital gap: 11.17 eV
* calculated total energy: -19411.0377 eV
* E_HOMO: -13.71 eV
* net charge: +1

Each line ends with the Mulliken charge.
Atoms and positions in Å:
C 1.831 -0.093 2.347  -0.967
C 0.694 0.481 3.207  -0.426
C -0.566 -0.387 3.276  -1.158
C -1.221 -0.656 1.920  -0.092
C -1.880 0.607 1.335  -1.123
C -1.724 0.858 -0.189  0.230
C -1.267 2.299 -0.513  -1.061
N 0.026 2.109 -1.200  -0.208
C 0.343 0.809 -1.234  0.095
N 1.513 0.347 -1.616  -0.041
C 1.916 -1.077 -1.650  0.414
C 3.365 -1.196 -1.205  -1.652
C 1.696 -1.665 -3.040  -0.534
C 0.235 -1.797 -3.448  -1.330
N -0.680 -0.002 -0.835  0.036
H 1.504 -0.945 1.746  0.238
H 2.245 0.651 1.662  0.154
H 2.660 -0.444 2.961  0.468
H 0.431 1.483 2.855  0.284
H 1.053 0.625 4.227  0.424
H -0.330 -1.339 3.759  0.392
H -1.295 0.112 3.921  0.360
H -0.484 -1.057 1.227  -0.090
H -1.975 -1.436 2.039  0.396
H -1.486 1.482 1.856  0.359
H -2.948 0.581 1.545  0.456
H -2.664 0.632 -0.688  0.622
H -1.957 2.854 -1.145  0.371
H -1.104 2.865 0.403  0.420
H 0.764 2.783 -1.052  0.269
H 2.202 1.015 -1.934  0.287
H 1.262 -1.581 -0.935  0.281
H 3.592 -0.520 -0.381  0.406
H 3.565 -2.208 -0.857  0.390
H 4.052 -0.989 -2.030  0.410
H 2.175 -2.647 -3.052  0.380
H 2.237 -1.052 -3.767  0.326
H -0.228 -0.823 -3.632  0.306
H -0.340 -2.331 -2.686  0.316
H 0.139 -2.360 -4.375  0.439
H -1.026 -0.565 -1.604  0.161
O -5.217 1.686 1.211  -0.638
H -5.949 1.066 1.309  0.321
H -5.158 1.824 0.260  0.306


# 6
ORCA calculation (ωB97M-V/def2-TZVPD) on C12H28N4O in the gas phase.

## Properties
* LUMO energy: 0.81 eV
* relative energy (zero: lowest compared OMol25 entry of this formula, charge and spin): 0.0 kcal per mole
* orbital gap: 9.53 eV
* calculated total energy: -20906.2279 eV
* SMILES: CC(=O)NCCCNCCCCNCCCN
* E_HOMO: -8.72 eV
* net charge: 0

Each line ends with the Mulliken charge.
Atoms and positions in Å:
C 1.926 -0.206 2.515  -1.120
C 2.397 -0.065 1.086  0.773
O 3.242 0.773 0.728  -0.724
N 1.922 -0.997 0.217  0.032
C 2.364 -1.150 -1.165  -0.868
C 1.210 -1.484 -2.175  -0.303
C 0.339 -2.623 -1.824  -0.834
N -0.554 -2.384 -0.684  -0.172
C -1.733 -1.577 -1.001  -0.411
C -2.719 -1.415 0.149  -1.210
C -2.159 -0.865 1.521  -0.950
C -1.368 0.431 1.480  0.419
N -2.147 1.473 0.842  -0.305
C -1.505 2.820 0.867  -1.053
C -0.014 2.871 0.400  -0.138
C 0.273 2.214 -0.940  0.313
N 1.587 2.382 -1.528  -0.617
H 1.241 -1.073 2.658  0.224
H 1.495 0.715 2.824  0.253
H 2.799 -0.431 3.086  0.421
H 1.029 -1.472 0.427  0.216
H 2.845 -0.204 -1.514  0.391
H 3.163 -1.900 -1.220  0.427
H 1.720 -1.719 -3.128  0.377
H 0.635 -0.563 -2.379  0.093
H 0.995 -3.465 -1.449  0.368
H -0.226 -3.017 -2.737  0.369
H -0.878 -3.254 -0.318  0.207
H -1.390 -0.607 -1.392  0.189
H -2.271 -2.041 -1.847  0.451
H -3.215 -2.333 0.351  0.426
H -3.490 -0.689 -0.183  0.378
H -3.108 -0.738 2.113  0.360
H -1.610 -1.667 2.019  0.314
H -0.373 0.270 1.006  -0.560
H -1.194 0.824 2.509  0.477
H -2.266 1.203 -0.144  0.310
H -2.110 3.494 0.285  0.429
H -1.539 3.220 1.876  0.420
H 0.587 2.340 1.192  -0.114
H 0.345 3.879 0.419  0.480
H -0.454 2.602 -1.730  0.386
H 0.079 1.101 -0.733  -0.631
H 2.332 1.966 -0.878  0.220
H 1.799 3.357 -1.600  0.286


# 7
ORCA calculation (ωB97M-V/def2-TZVPD) on 6 unconnected molecules or ions with the total composition C12H28N4O10.

## Properties
* LUMO energy: 0.09 eV
* orbital gap: 9.80 eV
* calculated total energy: -39320.3823 eV
* SMILES: C[N+](=O)[O-].C[N+](=O)[O-].C[N+](=O)[O-].C[N+](=O)[O-].C1CCOC1.C1CCOC1
* E_HOMO: -9.71 eV
* net charge: 0

Each line ends with the Mulliken charge.
Atoms and positions in Å:
C -1.927 -2.017 -2.568  -0.480
N -0.510 -1.816 -3.004  0.992
O 0.312 -2.649 -2.682  -0.591
O -0.249 -0.861 -3.703  -0.577
H -2.228 -1.110 -2.054  0.016
H -1.913 -2.745 -1.766  0.337
H -2.459 -2.221 -3.497  0.289
C 3.430 -2.794 -0.211  -0.710
N 4.228 -1.731 0.408  1.073
O 3.795 -1.258 1.441  -0.551
O 5.257 -1.436 -0.091  -0.589
H 2.441 -2.377 -0.384  0.230
H 3.360 -3.754 0.401  0.264
H 3.923 -2.989 -1.148  0.295
C 4.712 0.669 3.782  -0.633
N 5.532 1.916 3.656  0.868
O 6.755 1.806 3.621  -0.531
O 4.940 2.966 3.473  -0.526
H 4.872 0.151 4.716  0.278
H 5.024 0.084 2.943  0.252
H 3.707 1.020 3.729  0.292
C 2.582 0.175 -3.455  -0.753
N 1.983 0.482 -2.178  0.981
O 1.224 1.424 -2.145  -0.537
O 2.276 -0.135 -1.187  -0.527
H 3.359 -0.653 -3.409  0.241
H 3.030 1.060 -3.980  0.304
H 1.743 -0.221 -4.085  0.280
C -2.886 2.531 -0.356  -0.347
C -1.854 3.008 -1.535  -0.676
C -1.975 1.861 -2.550  0.268
O -2.981 0.962 -2.074  -0.455
C -3.793 1.570 -1.084  -0.135
H -3.418 3.420 0.043  0.408
H -2.358 2.095 0.445  -0.043
H -0.841 3.118 -1.198  0.346
H -2.225 3.987 -1.930  0.304
H -1.052 1.333 -2.641  -0.260
H -2.205 2.372 -3.497  0.287
H -4.104 0.784 -0.387  0.034
H -4.661 1.954 -1.675  0.287
C -1.972 -0.195 3.005  -0.645
C -3.213 -1.018 3.420  -0.575
C -3.852 -1.257 2.011  -0.410
O -2.832 -1.474 1.120  -0.378
C -1.705 -0.591 1.499  -0.064
H -1.079 -0.461 3.562  0.324
H -2.152 0.848 3.100  0.310
H -3.822 -0.459 4.190  0.287
H -2.883 -1.964 3.754  0.299
H -4.422 -0.318 1.779  0.201
H -4.568 -2.109 2.029  0.359
H -1.514 0.230 0.831  0.020
H -0.834 -1.215 1.515  0.267


# 8
ORCA calculation (ωB97M-V/def2-TZVPD) on 4 unconnected molecules or ions with the total composition C12H28N4O4.

## Properties
* 2S+1: 2
* LUMO energy (alpha / beta): 2.76 / 2.66 eV
* expectation value of S²: 0.750
* relative energy (zero: lowest compared OMol25 entry of this formula, charge and spin): 24.4 kcal per mole
* orbital gap (alpha / beta): 2.01 / 9.24 eV
* calculated total energy: -27046.8497 eV
* E_HOMO (alpha / beta): 0.75 / -6.58 eV
* net charge: -1

Each line ends with the Löwdin spin population.
Atoms and positions in Å:
C 0.925 0.616 -0.160  0.021
O 2.136 0.825 -0.032  0.004
N 0.002 1.565 -0.629  0.008
C -1.419 1.232 -0.863  0.160
C 0.327 2.908 -1.167  0.070
H 0.445 -0.344 0.087  0.002
H -2.081 1.890 -0.300  0.057
H -1.706 0.239 -0.517  0.015
H -1.667 1.294 -1.922  0.047
H -0.545 3.541 -1.330  0.024
H 0.993 3.507 -0.547  0.005
H 0.908 2.805 -2.084  0.012
C -0.431 -3.103 0.643  0.019
O -0.369 -2.234 1.490  0.021
N 0.586 -3.411 -0.251  0.004
C 0.383 -4.438 -1.289  0.020
C 1.936 -2.849 -0.261  0.014
H -1.295 -3.762 0.462  0.004
H 0.347 -4.060 -2.310  0.008
H -0.567 -4.917 -1.054  0.002
H 1.194 -5.156 -1.165  0.002
H 2.049 -2.283 -1.186  0.006
H 2.179 -2.236 0.607  0.002
H 2.649 -3.671 -0.326  0.002
C 4.222 6.057 2.421  0.004
O 5.464 6.045 2.464  0.000
N 3.446 4.946 2.425  0.001
C 2.013 5.044 2.258  0.012
C 3.993 3.531 2.384  0.005
H 3.594 6.961 2.426  0.001
H 1.719 4.143 1.719  0.003
H 1.641 5.827 1.598  0.007
H 1.472 5.158 3.197  0.002
H 3.950 3.030 1.417  0.001
H 5.060 3.590 2.600  0.000
H 3.545 2.844 3.102  0.002
C -3.550 -4.372 -1.443  0.030
O -2.836 -4.731 -2.365  0.006
N -3.855 -3.072 -1.208  0.006
C -4.546 -2.666 0.046  0.123
C -3.558 -2.072 -2.176  0.105
H -3.971 -5.004 -0.646  0.009
H -5.598 -2.526 -0.204  0.027
H -4.153 -1.804 0.586  0.038
H -4.600 -3.451 0.800  0.017
H -3.224 -1.191 -1.628  0.021
H -2.768 -2.344 -2.876  0.022
H -4.438 -1.900 -2.795  0.031